The following is a quantum chemistry calculation of a 2-piece molecular cluster, C23H22F3N2 overall, from the OMol25 dataset.

CARTESIAN COORDINATES (ANGSTROEM)
C: -0.038 -2.684 0.735
C: -0.511 -3.594 -0.355
C: -1.500 -4.501 -0.357
C: -2.325 -4.919 0.703
C: -2.268 -4.568 2.038
C: -1.375 -3.696 2.687
C: -0.412 -2.923 2.163
H: 1.083 -2.964 0.765
H: -0.073 -3.446 -1.364
H: -1.797 -4.922 -1.343
H: -3.169 -5.541 0.411
H: -3.072 -4.954 2.663
H: -1.587 -3.575 3.772
H: 0.099 -2.303 2.928
C: -0.596 0.129 -2.533
N: -0.864 0.600 -1.178
C: 0.064 0.752 -0.184
H: -0.287 -1.678 0.475
C: 1.536 0.857 -0.362
C: 1.796 2.191 -0.739
C: 3.082 2.590 -0.986
C: 4.096 1.659 -0.835
C: 5.468 2.175 -1.120
F: 6.445 1.531 -0.415
F: 5.789 2.036 -2.455
F: 5.566 3.519 -0.805
C: 3.892 0.337 -0.481
C: 2.595 -0.072 -0.238
N: -0.647 1.150 0.915
C: -0.096 1.386 2.245
C: -1.954 1.565 0.541
C: -2.094 1.211 -0.809
C: -2.902 1.958 -1.648
C: -3.725 2.938 -1.089
C: -3.583 3.292 0.260
C: -2.619 2.665 1.052
H: -1.403 0.419 -3.201
H: 0.359 0.542 -2.886
H: -0.574 -0.969 -2.522
H: 0.918 2.859 -0.822
H: 3.239 3.636 -1.277
H: 4.726 -0.341 -0.395
H: 2.466 -1.109 0.033
H: -0.770 2.007 2.830
H: -0.020 0.423 2.765
H: 0.887 1.867 2.155
H: -2.845 1.822 -2.737
H: -4.455 3.472 -1.713
H: -4.203 4.097 0.677
H: -2.341 3.071 2.035

Its total charge is +1. The frontier orbital gap is 6.855 eV. The LUMO energy is -3.3 eV.



The following is a quantum chemistry calculation of a 2-piece molecular cluster, C3H3NO3S overall, from the OMol25 dataset.

CARTESIAN COORDINATES (ANGSTROEM)
C: 0.809 0.200 0.750
C: 1.449 -0.467 -0.207
C: 0.282 -0.518 -1.227
H: -0.282 0.025 3.214
H: 2.219 -1.150 -0.113
H: -2.406 1.047 -1.358
N: -0.668 0.346 -0.761
O: -0.240 -1.312 -2.121
O: -2.017 0.142 -0.966
O: -0.489 0.661 0.645
S: 1.343 1.026 2.144

For the energy above the lowest of the compared OMol25 structures with the same formula, charge and spin, the calculation gives 204.7 kcal per mole. Its total charge is 0. The frontier orbital gap is 7.268 eV. The LUMO energy is -2.4 eV.